1.
The following is a DFT calculation (ωB97M-V/def2-TZVPD) of a 2-piece molecular cluster, C21H30N4O3 overall in a non-equilibrium geometry.

Its gap between HOMO and LUMO is 8.40 eV. For the energy relative to the best compared isomer or geometry (same formula, charge and spin), the calculation gives 68.9 kJ/mol. For the total energy, the calculation gives -34368.992 eV. Its SMILES is CNC(=O)[C@@H](NC(C)=O)C(C)C.CC(C)NC(=O)c1ccc2ccccc2n1.

```
58
Properties=species:S:1:pos:R:3:mulliken_charge:R:1
C 2.579 -2.473 -4.760 -1.023
N 2.422 -1.487 -3.694 0.003
C 1.694 -0.371 -3.788 0.005
O 1.064 -0.097 -4.805 -0.704
C 1.584 0.583 -2.584 0.432
N 1.617 -0.011 -1.220 0.261
C 2.524 -0.800 -0.635 1.069
C 2.217 -1.213 0.785 -1.323
O 3.546 -1.201 -1.173 -0.744
C 2.522 1.803 -2.758 0.332
C 2.158 2.942 -1.797 -1.383
C 4.018 1.507 -2.615 -1.484
H 3.185 -2.051 -5.563 0.301
H 3.067 -3.368 -4.372 0.361
H 1.601 -2.742 -5.163 0.316
H 2.941 -1.626 -2.833 0.144
H 0.579 0.990 -2.690 -0.010
H 0.815 0.196 -0.646 -0.059
H 2.968 -1.928 1.118 0.415
H 2.244 -0.340 1.434 0.263
H 1.234 -1.677 0.831 0.296
H 2.371 2.187 -3.768 0.451
H 2.846 3.776 -1.944 0.517
H 1.151 3.295 -2.012 0.285
H 2.229 2.607 -0.762 0.210
H 4.595 2.382 -2.916 0.480
H 4.299 0.672 -3.255 0.340
H 4.263 1.266 -1.581 0.296
C -1.057 -2.601 5.427 -1.393
C -1.555 -1.160 5.343 0.397
C -2.855 -0.990 6.126 -1.496
N -1.810 -0.814 3.953 -0.174
C -0.913 -0.177 3.111 -0.286
O 0.240 0.012 3.496 -0.684
C -1.388 0.317 1.787 0.708
C -0.590 1.201 1.037 -0.412
C -1.047 1.704 -0.178 -0.452
C -2.297 1.299 -0.635 1.052
C -2.809 1.766 -1.855 -0.611
C -4.073 1.351 -2.287 -0.681
C -4.831 0.475 -1.504 -0.504
C -4.320 0.012 -0.286 -0.393
C -3.058 0.411 0.157 -0.153
N -2.609 -0.059 1.333 -0.550
H -0.117 -2.708 4.875 0.348
H -1.792 -3.290 5.000 0.297
H -0.878 -2.883 6.469 0.402
H -0.798 -0.493 5.773 0.325
H -3.203 0.046 6.061 0.369
H -2.698 -1.236 7.180 0.400
H -3.636 -1.646 5.727 0.364
H -2.754 -0.921 3.584 0.349
H 0.372 1.511 1.434 0.453
H -0.451 2.412 -0.744 0.638
H -2.233 2.450 -2.473 0.405
H -4.466 1.709 -3.235 0.390
H -5.811 0.151 -1.843 0.376
H -4.898 -0.667 0.331 0.471
```

2.
The following is a DFT calculation (ωB97M-V/def2-TZVPD) of a 2-piece molecular cluster, C10H16 overall in a non-equilibrium geometry.

Its gap between HOMO and LUMO is 10.02 eV. For the energy relative to the best compared isomer or geometry (same formula, charge and spin), the calculation gives 71.5 kJ/mol. For the total energy, the calculation gives -10629.003 eV. Its SMILES is CCc1ccccc1.CC.

```
26
Properties=species:S:1:pos:R:3:mulliken_charge:R:1
C 0.539 -0.018 3.079 -1.353
C 0.795 -0.553 1.665 -0.130
C 1.036 0.472 0.587 0.628
C 1.676 0.037 -0.586 -0.496
C 1.548 0.654 -1.818 -0.718
C 0.704 1.757 -1.941 -0.475
C 0.147 2.300 -0.799 -0.662
C 0.315 1.653 0.428 0.029
H 1.249 0.781 3.314 0.322
H 0.757 -0.792 3.814 0.395
H -0.468 0.362 3.182 0.316
H 1.559 -1.317 1.587 0.474
H -0.132 -1.050 1.381 -0.106
H 2.479 -0.698 -0.560 0.299
H 2.117 0.290 -2.661 0.376
H 0.603 2.216 -2.915 0.384
H -0.387 3.235 -0.884 0.381
H -0.260 2.086 1.238 0.273
C -1.828 -0.673 -1.038 -0.488
C -1.801 -2.211 -0.983 -0.961
H -1.044 -0.228 -1.652 0.065
H -2.728 -0.351 -1.568 0.420
H -1.648 -0.263 -0.048 0.148
H -2.644 -2.595 -0.418 0.288
H -0.908 -2.489 -0.416 0.248
H -1.678 -2.605 -1.988 0.344
```

3.
The following is a DFT calculation (ωB97M-V/def2-TZVPD) of a 4-piece molecular cluster, C40H81FN10O4P3Si overall in a non-equilibrium geometry.

Its gap between HOMO and LUMO is 6.05 eV. For the total energy, the calculation gives -104339.729 eV. As for the charge: +1.

```
140
Properties=species:S:1:pos:R:3:mulliken_charge:R:1
C 1.810 -6.193 -3.495 -1.202
C 1.448 -4.745 -3.847 -0.107
F 2.330 -4.187 -4.781 -0.384
C 1.118 -3.800 -2.718 -0.377
C -0.152 -3.270 -2.769 -0.487
C -0.714 -2.370 -1.834 -0.188
Si -2.477 -1.686 -2.074 0.078
C -2.753 -0.145 -1.047 -0.085
C -3.699 -2.987 -1.499 -1.157
C -2.743 -1.175 -3.862 -1.205
C 0.041 -2.005 -0.760 -0.422
C 1.366 -2.504 -0.650 0.901
C 2.115 -2.093 0.457 -0.489
N 3.355 -2.505 0.612 0.172
C 4.097 -2.080 1.812 -0.915
C 3.947 -3.303 -0.309 -0.567
C 3.311 -3.765 -1.420 0.303
C 4.203 -4.632 -2.274 -1.586
O 4.217 -5.937 -1.679 -0.348
C 5.278 -6.713 -2.118 0.357
C 6.584 -6.431 -1.744 -0.054
C 7.643 -7.203 -2.181 -0.669
C 7.413 -8.313 -2.984 -0.455
C 6.105 -8.615 -3.329 -0.668
C 5.048 -7.820 -2.919 -0.185
C 1.939 -3.383 -1.619 0.969
H 1.859 -6.296 -2.413 0.442
H 2.786 -6.415 -3.917 0.126
H 1.069 -6.893 -3.871 0.400
H 0.524 -4.841 -4.421 0.524
H -0.783 -3.563 -3.602 0.341
H -1.859 0.463 -0.908 -0.364
H -3.468 0.467 -1.598 0.296
H -3.244 -0.420 -0.114 0.143
H -3.460 -3.957 -1.939 0.385
H -4.724 -2.678 -1.699 0.286
H -3.594 -3.068 -0.413 0.377
H -2.798 -2.013 -4.559 0.372
H -3.682 -0.621 -3.901 0.383
H -1.942 -0.495 -4.159 0.344
H -0.344 -1.326 -0.008 0.372
H 1.669 -1.433 1.188 0.603
H 4.021 -2.870 2.561 0.433
H 5.145 -1.925 1.577 0.449
H 3.622 -1.199 2.235 0.022
H 4.971 -3.576 -0.098 0.485
H 5.221 -4.249 -2.162 0.820
H 3.999 -4.641 -3.343 0.451
H 6.766 -5.566 -1.116 0.345
H 8.654 -6.946 -1.893 0.373
H 8.241 -8.931 -3.300 0.401
H 5.926 -9.496 -3.933 0.377
H 4.048 -8.090 -3.228 0.420
O -0.953 3.202 -1.468 -0.885
P 0.490 3.446 -1.772 0.767
N 0.564 2.917 -3.403 0.366
C 1.686 2.280 -4.056 -0.811
C -0.301 3.629 -4.339 -1.172
N 1.179 2.303 -0.644 0.422
C 1.731 1.043 -1.075 -1.141
C 0.341 2.055 0.527 -0.797
N 1.884 4.385 -1.752 0.209
C 1.848 5.616 -2.544 -1.106
C 3.198 4.050 -1.235 -0.779
H 2.529 2.958 -4.265 0.192
H 1.361 1.870 -5.012 0.411
H 2.061 1.428 -3.497 0.148
H 0.101 4.612 -4.619 0.309
H -1.289 3.780 -3.903 0.291
H -0.444 3.051 -5.253 0.398
H 1.003 0.425 -1.623 0.449
H 2.062 0.482 -0.196 0.202
H 2.630 1.165 -1.682 0.304
H -0.478 1.356 0.320 -0.375
H -0.098 2.981 0.889 0.539
H 0.952 1.646 1.339 0.276
H 2.257 5.463 -3.549 0.302
H 2.416 6.409 -2.059 0.387
H 0.825 5.981 -2.646 0.354
H 3.747 3.403 -1.926 0.230
H 3.148 3.579 -0.258 0.129
H 3.786 4.961 -1.101 0.405
O 3.311 2.010 3.105 -0.658
P 3.436 2.549 4.502 0.453
N 2.887 1.183 5.398 0.243
C 2.157 1.205 6.648 -0.782
C 3.655 -0.040 5.224 -0.937
N 2.270 3.837 4.406 0.293
C 0.959 3.718 5.024 -1.231
C 2.099 4.390 3.063 -1.293
N 4.268 3.320 5.741 0.139
C 5.484 2.660 6.218 -1.103
C 3.844 4.442 6.561 -0.846
H 2.764 1.500 7.517 0.239
H 1.765 0.208 6.855 0.387
H 1.284 1.846 6.603 0.154
H 4.601 -0.032 5.782 0.307
H 3.892 -0.189 4.169 0.114
H 3.081 -0.911 5.549 0.435
H 0.393 2.852 4.655 0.320
H 0.375 4.617 4.817 0.416
H 1.025 3.670 6.111 0.364
H 1.454 3.769 2.434 0.370
H 3.058 4.495 2.558 0.348
H 1.658 5.388 3.126 0.469
H 5.285 2.017 7.082 0.299
H 6.240 3.392 6.503 0.389
H 5.926 2.046 5.431 0.329
H 3.146 4.124 7.341 0.260
H 3.394 5.234 5.973 0.272
H 4.710 4.887 7.055 0.377
O -5.834 0.429 -0.805 -0.623
P -7.101 0.752 -0.073 0.343
N -8.076 1.314 -1.370 0.205
C -9.094 2.340 -1.308 -0.768
C -8.311 0.357 -2.446 -0.978
N -6.496 2.039 0.935 0.274
C -6.801 3.433 0.659 -1.185
C -5.069 1.928 1.232 -1.140
N -8.332 0.395 1.018 0.216
C -9.191 -0.739 0.679 -1.070
C -8.803 1.180 2.144 -0.847
H -10.013 2.029 -0.787 0.224
H -9.381 2.623 -2.322 0.378
H -8.732 3.255 -0.853 0.142
H -9.064 -0.398 -2.182 0.296
H -7.387 -0.164 -2.700 0.160
H -8.646 0.865 -3.351 0.414
H -6.485 3.746 -0.345 0.329
H -6.293 4.069 1.387 0.388
H -7.861 3.651 0.788 0.319
H -4.438 2.285 0.410 0.401
H -4.793 0.896 1.443 0.252
H -4.838 2.517 2.123 0.374
H -10.092 -0.420 0.143 0.302
H -9.499 -1.278 1.576 0.389
H -8.658 -1.456 0.052 0.310
H -9.447 2.002 1.817 0.261
H -7.987 1.574 2.740 0.269
H -9.390 0.549 2.816 0.376
```

4.
The following is a DFT calculation (ωB97M-V/def2-TZVPD) of C42H34Cl3GeN6O3P2SSe2Ti as an isolated structure.

Its gap between HOMO and LUMO (spin up / spin down) is 5.95 / 5.89 eV. For the energy relative to the best compared isomer or geometry (same formula, charge and spin), the calculation gives 324.8 kJ/mol. For the total energy, the calculation gives -336496.739 eV. The expectation value of S² is 0.7675. As for the multiplicity: 2.

```
95
Properties=species:S:1:pos:R:3:mulliken_charge:R:1
Ti -0.837 1.560 2.349 -1.030
O -0.805 2.298 0.503 -0.553
C 0.212 2.291 -0.315 -0.061
C 0.163 2.528 -1.640 -0.699
C 1.356 2.438 -2.463 -0.195
C 2.509 1.918 -2.031 -1.246
C 2.626 1.463 -0.627 -0.256
C 1.551 1.977 0.355 1.816
C 1.776 2.957 1.460 -1.614
N 0.976 2.847 2.429 1.068
C 0.975 3.760 3.561 -0.863
C -0.388 4.425 3.571 -0.955
N -1.415 3.458 3.130 0.955
C -2.618 3.926 3.151 -0.656
C -3.817 3.248 2.745 0.751
C -5.049 3.908 2.828 -0.846
C -6.206 3.267 2.448 -0.808
C -6.145 1.947 1.994 -0.472
C -4.945 1.267 1.919 -0.872
C -3.778 1.924 2.300 0.363
O -2.607 1.297 2.262 0.606
H -0.788 2.787 -2.086 0.563
H 1.290 2.794 -3.484 0.420
H 3.388 1.887 -2.657 0.574
H 3.639 1.571 -0.244 0.610
H 2.553 3.720 1.414 0.416
H 1.778 4.496 3.479 0.435
H 1.117 3.171 4.465 0.124
H -0.397 5.270 2.877 0.436
H -0.629 4.772 4.577 0.584
H -2.757 4.945 3.503 0.399
H -5.076 4.918 3.219 0.410
H -7.159 3.774 2.518 0.412
H -7.056 1.440 1.705 0.435
H -4.882 0.238 1.592 0.397
Se 1.966 -4.078 -1.906 -0.225
P 2.033 -1.989 -2.033 0.844
C 1.262 -1.372 -3.550 0.265
C 0.160 -0.532 -3.548 0.135
C -0.425 -0.151 -4.749 -0.899
C 0.088 -0.612 -5.950 -0.726
C 1.181 -1.471 -5.956 -0.803
C 1.759 -1.861 -4.761 -0.590
C 3.755 -1.404 -2.029 0.446
C 4.566 -1.816 -0.971 -0.487
C 5.882 -1.398 -0.902 -0.672
C 6.406 -0.582 -1.898 -0.634
C 5.611 -0.188 -2.962 -0.460
C 4.283 -0.594 -3.027 -0.556
C 1.360 -0.961 -0.679 -0.362
C 0.280 -1.041 0.224 -0.242
N 0.314 -0.040 1.120 0.301
N 1.514 0.599 0.925 0.148
N 2.177 0.057 -0.191 0.467
P -1.049 -2.320 0.427 0.451
Se -2.362 -1.925 1.994 -0.313
C -0.139 -3.838 0.741 0.186
C -0.716 -5.069 0.446 -0.162
C -0.069 -6.235 0.818 -0.857
C 1.131 -6.175 1.513 -0.521
C 1.678 -4.946 1.852 -0.692
C 1.045 -3.777 1.467 -0.041
C -1.814 -2.298 -1.215 0.629
C -2.724 -1.263 -1.443 -0.630
C -3.359 -1.160 -2.669 -0.724
C -3.098 -2.092 -3.667 -0.639
C -2.190 -3.115 -3.444 -0.760
C -1.541 -3.219 -2.221 -0.050
H -0.252 -0.173 -2.615 0.200
H -1.290 0.499 -4.739 0.522
H -0.371 -0.316 -6.884 0.424
H 1.574 -1.846 -6.891 0.425
H 2.589 -2.557 -4.759 0.511
H 4.159 -2.475 -0.213 0.453
H 6.505 -1.715 -0.076 0.445
H 7.439 -0.263 -1.847 0.398
H 6.022 0.433 -3.748 0.450
H 3.664 -0.285 -3.858 0.379
H -1.669 -5.119 -0.064 0.472
H -0.508 -7.194 0.575 0.421
H 1.631 -7.088 1.806 0.402
H 2.602 -4.898 2.413 0.421
H 1.475 -2.819 1.737 0.432
H -2.948 -0.559 -0.648 0.414
H -4.068 -0.360 -2.840 0.474
H -3.601 -2.016 -4.622 0.405
H -1.977 -3.834 -4.224 0.428
H -0.809 -3.999 -2.066 0.347
O 2.007 0.984 4.892 -0.462
S 0.683 0.399 5.009 0.329
N -0.258 0.609 3.871 0.029
Cl -3.492 4.368 6.160 -0.426
Ge -2.818 2.148 6.182 0.505
Cl -3.271 1.727 8.329 -0.437
Cl -0.544 2.731 6.558 -0.441
```

> The highest total energy belongs to which entry?

C10H16